Entry from the OMol25 dataset: C5H10N2 in the gas phase at a distorted geometry (wB97M-V/def2-TZVPD).

Each atom is followed by the atoms it is bonded to, with distances in Å.
Element x y z (Å)
1 C 1.5350 1.5119 1.0225  C2 1.542, N7 1.472, H8 1.086, H9 1.096
2 C 1.2698 0.2103 0.2401  C1 1.542, C3 1.458, H10 1.099, H11 1.099
3 C -0.1305 -0.0794 -0.0425  C2 1.458, C4 1.342, H12 1.085
4 C -0.5843 -1.2126 -0.6006  C3 1.342, N5 1.423, H13 1.089
5 N -1.9850 -1.4321 -0.4822  C4 1.423, C6 1.267
6 C -2.4741 -2.5006 -0.9569  N5 1.267, H14 1.092, H15 1.098
7 N 0.8679 2.7290 0.5311  C1 1.472, H16 1.015, H17 1.023
8 H 2.5875 1.7721 1.0858  C1 1.086
9 H 1.1177 1.3170 2.0170  C1 1.096
10 H 1.8181 0.2264 -0.7127  C2 1.099
11 H 1.7577 -0.5765 0.8319  C2 1.099
12 H -0.9263 0.5964 0.2543  C3 1.085
13 H -0.0049 -2.0145 -1.0554  C4 1.089
14 H -2.0389 -3.4506 -1.2752  C6 1.092
15 H -3.5715 -2.5160 -0.9708  C6 1.098
16 H -0.1443 2.7199 0.6043  N7 1.015
17 H 0.9061 2.6992 -0.4905  N7 1.023

Energy relative to the best compared isomer or geometry (same formula, charge and spin) in eV: 1.866
Total charge: 0
Strongest force on any atom in eV Å⁻¹: 2.15
Energy in eV: -8325.4669
HOMO-LUMO gap in eV: 9.8
SMILES: C=N/C=C/CCN